ORCA calculation (the ωB97M-V functional and the def2-TZVPD basis) on a molecular structure, C33H46GdN6.

Last column: Mulliken spin population.
Atoms and positions in Å:
Gd -0.4978 -0.4294 -0.0164  6.29
N 0.7183 -3.8456 3.2165  0.01
N -0.2624 -2.1855 -1.7820  0.03
C 0.7015 1.8399 -0.4153  0.05
C 1.7028 0.8487 -0.0822  -0.04
C 1.6764 0.6770 1.3426  -0.12
C 2.5444 -0.2054 2.1460  0.29
H 3.4470 -0.5083 1.6092  -0.02
H 1.9949 -1.2264 2.3383  0.15
H 2.7917 0.2149 3.1220  -0.01
C 0.7036 1.5707 1.8790  -0.05
C 0.5433 1.9392 3.3112  0.00
H 0.9912 2.9263 3.5369  -0.01
H 1.0309 1.2099 3.9692  0.00
H -0.5183 2.0033 3.5869  0.01
C 0.0665 2.2381 0.8013  0.00
C -1.0137 3.2551 0.9515  0.04
H -1.8048 2.8744 1.6169  0.00
H -1.4745 3.4860 -0.0166  -0.01
H -0.6620 4.2094 1.3810  0.00
C 2.7112 0.2706 -1.0135  0.03
H 3.6426 0.8575 -0.9520  0.00
H 2.3795 0.2949 -2.0627  -0.01
H 2.9548 -0.7758 -0.7674  0.00
C 0.5157 2.4919 -1.7423  0.00
H -0.5362 2.7664 -1.9175  0.00
H 0.8252 1.8290 -2.5597  -0.01
H 1.1181 3.4157 -1.8206  0.00
C -0.3362 -4.3259 3.9152  0.02
H -0.2039 -4.4193 5.0148  0.00
C -1.5703 -4.7298 3.4079  -0.01
H -2.3287 -5.3043 4.0012  0.00
C -1.8323 -4.4538 2.0631  0.01
H -2.7708 -4.7112 1.5227  0.00
C -0.8873 -3.7218 1.2783  0.03
H -1.0250 -3.3864 0.2218  0.00
C 0.3424 -3.2699 1.9990  -0.11
C 1.2349 -2.1990 1.6883  0.68
H 1.8346 -2.7191 0.6862  -0.02
C -0.7715 -1.1432 -2.2961  -0.22
C 0.3992 -3.0307 -2.6754  0.00
H 0.9702 -3.8661 -2.2842  0.00
C 0.1566 -2.4320 -3.8572  0.01
H 0.4061 -2.8466 -4.8668  0.00
N -0.5678 -1.2537 -3.6640  0.03
C -0.6845 -0.0797 -4.3707  0.01
C 0.3892 0.3342 -5.1958  0.00
C 0.1653 1.5028 -5.9118  0.01
H 0.9028 1.7685 -6.6559  0.00
C -0.9642 2.2700 -5.6863  0.00
C -1.1855 3.4901 -6.5390  0.00
H -1.7394 4.2634 -5.9833  0.00
H -1.7634 3.2538 -7.4512  0.00
H -0.2170 3.9026 -6.8594  0.00
C -1.8967 1.9427 -4.7240  0.01
H -2.7822 2.5298 -4.5340  0.00
C -1.7596 0.7864 -3.9726  -0.01
C -2.7037 0.4525 -2.8594  -0.04
H -2.7442 -0.6129 -2.5844  -0.02
H -3.6992 0.7511 -3.1938  -0.02
H -2.5109 1.0444 -1.9433  0.15
C 1.6920 -0.4040 -5.2257  0.00
H 1.5971 -1.4305 -5.5804  0.00
H 2.2130 -0.4229 -4.2576  0.00
H 2.3200 0.1295 -5.9276  0.00
C -1.1471 -0.8774 4.1903  0.00
N -2.4875 -1.3189 3.8338  0.01
C -3.1950 -2.1997 4.7512  0.00
C -3.0586 -0.8851 2.6897  0.05
N -2.3203 -0.3161 1.7095  -0.33
N -4.4213 -1.1025 2.5466  -0.01
C -5.3786 -0.6830 3.5764  0.01
C -4.9795 -1.0555 1.2001  0.04
H -0.7575 -1.5376 4.9776  0.00
H -1.1840 0.1577 4.5670  0.00
H -0.4761 -0.9321 3.3165  0.00
H -3.7777 -1.6311 5.4916  0.00
H -3.8596 -2.8763 4.1953  0.00
H -2.4613 -2.8069 5.2943  0.00
H -2.9380 0.3365 1.2045  0.07
H -5.9638 0.1745 3.2094  0.00
H -6.0921 -1.4894 3.7993  0.00
H -4.8838 -0.3838 4.5036  0.00
H -5.0181 -0.0174 0.8265  0.01
H -4.3681 -1.6728 0.5290  0.01
H -6.0020 -1.4552 1.2156  0.00

energy relative to the best compared isomer or geometry (same formula, charge and spin) = 0.0 kcal/mol
net charge = -1
⟨S²⟩ = 15.798
gap between HOMO and LUMO (alpha / beta) = 3.70 / 5.40 eV
2S+1 = 8